21
Properties=species:S:1:pos:R:3:forces:R:3:mulliken_charge:R:1 method="wB97M-V/def2-TZVPD" gap_ha="0.2964 / 0.2964" energy_ha=-420.4277 e_homo_ev="-7.71 / -7.71" de_lowest_kcal_mol=98.02 multiplicity=1 smiles="CC(C)=CN.COC#N"
C -1.91018 -1.13286 0.80749 0.704 -0.253 0.090 -1.685
C -0.77372 -0.45403 0.04286 -2.143 2.199 -0.538 1.294
C -0.80674 -0.86912 -1.42444 0.582 0.083 0.041 -1.768
C -0.73797 0.94513 0.27135 0.211 -1.827 -0.413 -0.502
N -0.35790 1.89481 -0.61642 -0.154 -0.378 0.286 -0.319
H -2.88694 -0.94167 0.35751 -0.013 0.218 -0.078 0.407
H -1.92508 -0.79512 1.84225 -0.115 -0.215 0.139 0.417
H -1.77698 -2.21337 0.74795 0.093 -0.067 0.385 0.389
H -1.12660 -1.90149 -1.54423 0.314 -0.165 0.126 0.400
H 0.14642 -0.72533 -1.93494 0.149 -0.199 -0.020 0.369
H -1.53816 -0.29929 -2.00280 -0.205 0.273 0.091 0.418
H -1.01275 1.32785 1.24429 0.013 -0.007 0.105 0.279
H -0.26269 1.64408 -1.58935 0.001 0.228 0.130 0.219
H -0.43238 2.86367 -0.34848 0.111 -0.189 -0.276 0.237
C 2.53952 0.77154 0.26173 0.546 -0.972 0.318 -0.652
O 1.54516 0.37825 1.21091 -1.307 -1.754 0.569 -0.286
C 1.16271 -1.01292 1.19138 3.143 2.790 -0.403 0.513
N 1.72127 -2.03431 1.33271 -1.542 -0.099 -0.149 -0.560
H 2.21463 1.72235 -0.17113 0.055 -0.369 -0.179 0.226
H 2.70806 -0.05720 -0.43230 -0.284 0.492 -0.431 0.326
H 3.51031 0.88904 0.75367 -0.160 0.211 0.207 0.279



21
Properties=species:S:1:pos:R:3:forces:R:3:mulliken_charge:R:1 method="wB97M-V/def2-TZVPD" gap_ha="0.2807 / 0.2612" energy_ha=-420.4421 e_homo_ev="-7.24 / -7.15" de_lowest_kcal_mol=88.98 multiplicity=1
C 1.69420 -0.10796 1.20887 0.156 0.828 0.204 -1.413
C 0.81552 0.18759 0.04099 1.302 0.091 0.360 0.935
C 1.45627 0.11149 -1.31465 -0.483 -0.941 -0.080 -1.358
C -0.49446 0.58320 0.21614 -1.296 -0.507 -0.555 0.546
C -0.85190 1.97846 0.63650 -0.400 -0.290 1.249 -1.434
C -1.42916 -0.26780 -0.48192 1.286 0.273 -1.112 0.126
O -2.46564 0.35971 -1.08025 -0.552 -0.057 -0.535 -0.489
N -1.24208 -1.53023 -0.77817 -1.640 0.909 0.490 -0.524
N -0.60158 -2.34303 0.12753 0.995 -0.633 0.518 -0.378
H 1.19648 0.07613 2.16578 -0.035 0.075 -0.153 0.349
H 1.89760 -1.19179 1.17278 0.103 0.235 -0.108 0.338
H 2.62755 0.45774 1.19122 0.280 -0.261 0.024 0.394
H 0.75352 0.36309 -2.11335 0.040 -0.115 0.145 0.336
H 1.87467 -0.87751 -1.50998 0.189 -0.049 -0.146 0.345
H 2.27608 0.84104 -1.35738 -0.075 -0.098 0.191 0.384
H -0.10589 2.39584 1.32059 -0.001 -0.032 -0.114 0.418
H -1.82093 2.00693 1.13931 -0.015 0.168 -0.035 0.346
H -0.91330 2.63402 -0.24184 0.076 -0.220 0.060 0.271
H -3.00423 -0.34064 -1.48194 -0.001 0.150 0.063 0.345
H -0.71395 -2.04102 1.09574 0.068 0.080 -0.288 0.190
H -0.94879 -3.29527 0.04403 0.004 0.395 -0.175 0.272



21
Properties=species:S:1:pos:R:3:forces:R:3:mulliken_charge:R:1 method="wB97M-V/def2-TZVPD" gap_ha="0.2787 / 0.1850" energy_ha=-420.2432 e_homo_ev="-7.18 / -5.71" de_lowest_kcal_mol=213.80 multiplicity=1
C 0.33770 -0.72299 -0.55355 1.628 -0.668 -1.600 0.178
C 1.63869 -1.52001 -0.41130 0.542 0.810 -0.358 -1.579
N -0.72829 -1.65243 -0.06715 0.563 0.693 1.695 -0.183
C 0.74268 1.07276 -0.44380 -5.680 -0.196 -0.236 -0.353
C 1.71834 1.64124 0.06132 0.840 0.278 0.933 -0.400
H 0.07072 -0.63195 -1.60982 0.222 0.048 0.067 0.262
H -0.44569 -2.23416 0.72170 0.087 -0.180 -0.442 0.366
H -1.16544 -2.15952 -0.83154 -0.414 -0.020 0.367 0.335
H 1.59409 -2.47240 -0.94864 -0.305 -0.074 0.219 0.393
H 2.48964 -0.98905 -0.83775 -0.056 0.157 0.067 0.411
H 1.88250 -1.69120 0.63936 -0.107 -0.087 0.031 0.354
H 2.25597 2.44966 0.51330 0.205 -0.113 -0.388 0.403
C -0.91499 1.80721 -0.88306 3.615 0.501 -0.870 -1.086
C -1.35791 -0.18637 0.73954 -2.873 -0.758 0.880 0.386
N -0.79183 0.13693 1.96019 1.023 -0.317 -0.264 -0.492
O -2.56620 -0.18794 0.58930 0.668 0.755 -0.411 -0.584
H -1.41896 0.67866 2.54071 -0.260 -0.279 -0.085 0.288
H 0.11942 0.57740 1.92020 0.104 -0.100 -0.234 0.279
H -0.47023 2.51093 -1.58826 -0.428 0.466 0.054 0.438
H -1.63265 1.22303 -1.46300 0.394 -0.531 0.545 0.331
H -1.35755 2.35019 -0.04774 0.232 -0.384 0.030 0.254



21
Properties=species:S:1:pos:R:3:forces:R:3:mulliken_charge:R:1 method="wB97M-V/def2-TZVPD" gap_ha=0.3148 energy_ha=-420.5637 e_homo_ev=-7.82 de_lowest_kcal_mol=12.67 multiplicity=1
C 1.03184 -2.23838 -1.50076 -0.032 -0.132 -0.137 -0.887
N 0.59887 -1.45712 -0.37274 1.145 0.449 0.220 -0.108
C 1.23003 -0.26110 -0.03681 -0.832 0.036 -0.843 0.083
O 2.30790 0.12034 -0.45978 -0.062 -0.800 -0.005 -0.634
C 0.31545 0.55946 0.77947 -1.090 0.422 -0.094 0.521
C 0.70059 0.73221 2.21374 -0.388 0.129 0.347 -1.442
C -0.85002 0.94267 0.18172 1.310 -0.032 0.229 0.637
C -0.99691 1.09321 -1.32184 -0.032 -0.492 0.149 -1.445
N -1.94757 1.38579 0.89808 -0.483 0.250 0.321 -0.564
H 0.59916 -1.79391 -2.40146 0.125 -0.252 -0.228 0.272
H 0.67172 -3.26295 -1.38645 0.151 0.068 -0.131 0.350
H 2.11959 -2.22522 -1.59626 -0.145 -0.029 0.105 0.277
H -0.24039 -1.73541 0.11691 0.249 0.436 -0.196 0.289
H 0.55441 -0.19808 2.77206 0.128 0.042 0.165 0.312
H 0.12117 1.51742 2.70963 -0.008 -0.083 -0.077 0.424
H 1.75277 1.02421 2.29641 -0.109 -0.154 -0.108 0.356
H -0.05809 0.96098 -1.86615 -0.093 -0.069 0.276 0.341
H -1.72033 0.36829 -1.70728 -0.061 0.090 -0.106 0.331
H -1.35587 2.10088 -1.56027 -0.029 -0.144 0.179 0.427
H -2.00555 1.03396 1.84897 -0.106 0.146 -0.369 0.208
H -2.82878 1.33275 0.39282 0.363 0.118 0.305 0.252



21
Properties=species:S:1:pos:R:3:forces:R:3:mulliken_charge:R:1 method="wB97M-V/def2-TZVPD" gap_ha=0.3964 energy_ha=-420.4001 e_homo_ev=-9.77 de_lowest_kcal_mol=115.31 multiplicity=1
C 1.54125 -0.08199 1.95453 0.381 -0.504 0.024 -0.582
O 2.33649 0.30786 0.86561 0.197 0.172 0.033 -0.537
C 0.33831 0.72538 2.11374 -0.102 0.192 -0.067 -0.004
C -0.63494 1.41834 2.19671 0.153 -0.220 0.054 -0.168
H 1.81599 0.21356 0.04412 -0.133 -0.078 -0.097 0.470
H 2.16303 0.02985 2.85084 -0.152 -0.113 -0.103 0.305
H 1.24063 -1.13995 1.86284 0.095 0.234 0.151 0.230
H -1.48677 2.02273 2.30274 -0.421 0.345 0.053 0.414
C 0.84117 -0.96702 -2.40963 0.068 -0.354 -0.303 -0.924
C -0.15189 0.98565 -1.59871 -0.466 0.342 -0.265 -0.522
N 0.70024 0.08436 -1.45468 0.455 0.137 0.475 -0.211
C -1.46195 -1.69988 0.78614 -1.031 0.518 0.648 0.092
N -0.55709 -2.14263 0.26809 1.124 -0.732 -0.683 -0.404
H 0.68419 -1.90802 -1.88301 0.005 -0.049 -0.124 0.321
H 0.14828 -0.88868 -3.25686 0.022 0.004 0.027 0.315
H -0.21596 1.76315 -0.85113 -0.037 0.190 0.188 0.363
H -0.85084 1.04254 -2.44367 0.095 -0.123 -0.016 0.267
H -2.63953 1.12338 0.08276 -1.153 0.351 -0.045 -0.349
H 1.87187 -0.95738 -2.76967 -0.068 -0.062 -0.074 0.287
H -2.29603 -1.27693 1.28712 -0.170 0.108 0.095 0.315
H -3.38644 1.34568 0.05212 1.140 -0.358 0.030 0.321



21
Properties=species:S:1:pos:R:3:forces:R:3:mulliken_charge:R:1 method="wB97M-V/def2-TZVPD" gap_ha=0.3175 energy_ha=-420.2504 e_homo_ev=-7.85 de_lowest_kcal_mol=209.28 multiplicity=1 smiles="C=NN1C[C@@H]1[C@@H](C)OC"
C 2.47971 0.09179 -0.73413 -4.416 -1.580 0.492 -0.524
N 1.26138 0.10180 -0.16984 5.736 3.510 -1.128 0.092
N 0.74774 1.38781 0.22579 6.426 -1.330 0.047 -0.555
C 0.47545 1.21351 1.78454 1.757 -1.197 0.441 -0.492
C -0.50621 1.25521 0.68526 -3.380 4.432 -1.695 0.249
C -1.36725 0.13919 0.16398 -1.342 -0.304 3.488 0.079
C -1.70902 -0.17950 -1.30593 0.669 -0.893 1.307 -1.397
O -0.86100 -0.97195 1.02592 0.379 -1.062 -2.868 -0.481
C -0.01910 -1.85876 0.15271 1.896 0.639 0.036 -0.492
H 2.73963 -0.99775 -1.11576 -0.040 2.575 0.817 0.260
H 2.93413 1.04358 -1.02123 0.473 -0.457 0.231 0.343
H 0.80327 0.23088 2.33226 -0.981 1.661 -1.932 0.176
H 0.95535 2.03716 2.32344 -1.137 0.262 -0.357 0.276
H -0.82889 2.38333 0.39617 -0.783 -2.555 1.326 0.248
H -2.35039 0.54992 0.59725 0.771 -1.554 -0.368 0.323
H -1.89792 0.73989 -1.72177 -1.401 2.528 -0.842 0.561
H -2.67166 -0.78445 -1.23832 1.685 0.379 -0.782 0.293
H -0.86793 -0.41254 -2.00061 -0.718 -1.128 0.850 0.348
H -0.66727 -2.38073 -0.47146 -1.316 -2.101 -0.230 0.417
H 0.53265 -1.07916 -0.72796 -1.660 -3.774 3.044 0.065
H 0.81734 -2.50922 0.81967 -2.617 1.948 -1.876 0.212



22
Properties=species:S:1:pos:R:3:forces:R:3:mulliken_charge:R:1 method="wB97M-V/def2-TZVPD" gap_ha=0.3719 energy_ha=-495.7086 e_homo_ev=-9.26 de_lowest_kcal_mol=80.89 multiplicity=1
C 2.40960 0.78409 0.95132 -0.526 -0.121 0.054 -1.230
C 1.59373 0.37214 -0.25430 0.073 -0.519 0.044 0.789
C 0.54348 1.28162 -0.82159 0.159 -0.386 -0.422 -0.769
C -0.68237 1.50933 0.05473 -0.148 0.153 0.854 -0.613
C -1.52651 0.28486 0.26119 0.487 0.297 -0.551 0.804
C -1.02795 -0.83340 1.09464 0.089 -0.483 -0.045 -1.440
N -2.61707 0.25901 -0.39450 -0.194 -0.285 0.402 -0.532
O -3.28053 -0.96481 -0.17004 -1.373 0.213 -0.589 -0.405
N 1.71869 -0.76151 -0.84321 -0.533 1.193 0.137 -0.524
O 2.68967 -1.53384 -0.25427 0.430 -1.824 -0.348 -0.405
H 2.12641 1.77420 1.32872 -0.027 -0.247 -0.185 0.319
H 3.46766 0.78839 0.73047 0.302 -0.004 -0.184 0.438
H 2.27515 0.04702 1.74949 -0.003 0.092 -0.033 0.318
H 1.00732 2.25190 -0.96466 0.095 0.252 -0.320 0.331
H 0.25816 0.83965 -1.78748 -0.039 0.388 0.196 0.342
H -1.33227 2.27329 -0.37883 0.231 0.021 -0.023 0.357
H -0.33654 1.86951 1.04837 -0.267 -0.085 -0.434 0.325
H -1.85390 -1.31879 1.56011 -0.670 -0.226 0.670 0.517
H -0.59447 -1.62603 0.49922 0.224 -0.058 -0.500 0.322
H -0.28032 -0.57290 1.82715 0.145 0.434 0.194 0.322
H -4.19168 -0.81360 -0.53070 1.344 -0.097 0.382 0.354
H 2.61017 -2.39777 -0.73935 0.201 1.294 0.700 0.381



23
Properties=species:S:1:pos:R:3:forces:R:3:mulliken_charge:R:1 method="wB97M-V/def2-TZVPD" gap_ha=0.3752 energy_ha=-893.8407 e_homo_ev=-9.67 de_lowest_kcal_mol=99.68 multiplicity=1 smiles="CC(=O)N1C[C@]1(C)C[S@H](=N)=O"
C 1.15713 2.61761 -0.17081 -2.776 0.315 0.030 -0.743
C 1.89892 1.55712 0.50434 -0.644 -1.077 0.124 0.499
O 2.98937 1.74349 0.94387 1.901 -0.138 0.674 -0.621
N 1.19594 0.39473 0.67630 0.809 -0.497 0.418 0.057
C 1.18872 -1.01249 1.06748 1.553 0.400 -3.564 -0.599
C 0.04833 -0.31365 0.38078 -2.425 0.019 1.198 0.796
C -1.17880 -0.18778 1.33719 1.271 1.577 -3.129 -1.975
C -0.37330 -0.43770 -1.09382 -0.610 -0.408 -0.447 -0.784
S -0.73569 -2.19194 -1.41972 -4.202 0.361 -0.731 0.840
N -0.91570 -2.39127 -2.90660 -0.136 0.283 0.251 -0.655
O -1.67758 -2.62914 -0.36224 0.898 0.485 -1.479 -0.613
H 0.29474 2.17593 -0.78383 1.111 1.102 0.830 0.222
H 1.79533 3.26202 -0.72384 0.575 0.222 -0.748 0.342
H 0.79687 3.26463 0.67130 -0.243 -0.511 -0.801 0.213
H 1.09342 -1.10971 2.11322 0.114 -0.974 0.840 0.324
H 1.73223 -1.71873 0.33822 -0.255 1.014 1.923 0.212
H -1.62858 0.73000 1.07628 -0.691 1.464 0.075 0.428
H -1.10572 -0.27146 2.35218 1.274 0.051 2.668 0.554
H -1.88703 -0.88224 1.09430 -1.677 -2.114 -0.990 0.456
H 0.38652 -0.07030 -1.85493 -1.017 -0.409 1.032 0.350
H -1.41982 0.03517 -1.22348 1.762 -0.546 -0.057 0.381
H 0.33689 -2.74342 -1.06560 2.807 -1.069 0.707 0.063
H -1.58288 -2.97171 -3.43812 0.601 0.450 1.173 0.252



21
Properties=species:S:1:pos:R:3:forces:R:3:mulliken_charge:R:1 method="wB97M-V/def2-TZVPD" gap_ha=0.3336 energy_ha=-743.3463 e_homo_ev=-8.29 de_lowest_kcal_mol=107.96 multiplicity=1 smiles="C=CN1N(SC)C1(C)C"
C 2.01769 2.12597 0.75332 -2.368 -3.163 -2.080 -0.866
C 0.84933 1.52958 0.26755 -0.730 0.581 0.486 0.298
N 0.43303 0.43507 -0.59688 1.585 -0.802 -0.173 -0.329
N -0.95963 -0.23396 -0.44399 1.110 0.793 0.553 -0.226
S -1.99809 0.53664 0.70941 -0.004 -0.282 -0.544 -0.063
C -3.00541 1.12918 -0.72045 -0.297 0.510 0.462 -0.671
C 0.25120 -0.97278 -0.16845 1.377 0.131 1.928 1.178
C 0.82605 -1.38125 1.22458 -2.217 0.054 -0.495 -1.419
C 0.72835 -2.05174 -1.10936 2.074 0.610 0.321 -1.677
H 1.89436 2.90676 1.47125 0.073 0.545 -0.060 0.276
H 2.99266 1.70784 0.48797 -0.267 0.239 0.385 0.270
H -0.13737 2.01003 0.42849 0.922 0.402 0.728 0.142
H -2.20825 1.35007 -1.51968 -1.720 -0.297 1.051 0.241
H -3.63402 2.06674 -0.42348 1.146 -1.804 -0.602 0.320
H -3.63517 0.20975 -0.89109 0.449 1.467 -0.616 0.243
H 0.58137 -0.68503 1.99739 0.240 0.778 0.431 0.397
H 1.86623 -1.50778 1.06712 1.103 0.123 0.155 0.392
H 0.43093 -2.33958 1.59861 -0.023 0.166 -0.568 0.389
H 1.76767 -1.69304 -1.43024 -1.103 -0.910 0.669 0.311
H 0.20990 -2.05741 -1.99763 -1.494 0.024 -2.049 0.475
H 0.72918 -3.08505 -0.70442 0.142 0.836 0.019 0.318



22
Properties=species:S:1:pos:R:3:forces:R:3:mulliken_charge:R:1 method="wB97M-V/def2-TZVPD" gap_ha=0.3472 energy_ha=-474.9779 e_homo_ev=-13.86 de_lowest_kcal_mol=108.63 multiplicity=1 smiles="CC(C)=[NH+]NC(=O)[C@@H]1CN1" total_charge=+1
C 1.94882 -0.31433 0.79632 2.880 -1.829 1.033 -1.185
C 0.80127 0.49183 0.56370 -1.830 2.732 -0.717 1.136
C 0.69708 1.66136 -0.37318 1.061 0.125 0.798 -1.316
N -0.27583 0.34934 1.31441 0.865 0.106 -0.693 0.097
N -1.46340 1.02038 1.16774 -2.552 1.718 0.428 -0.540
C -2.34055 0.82764 -0.00552 3.442 -0.806 1.512 0.037
O -3.32860 1.43545 -0.15816 -1.347 1.125 0.243 -0.474
C -1.90968 -0.21133 -0.96501 -0.384 -1.305 -0.480 0.034
C -1.85795 -1.67022 -0.48176 -0.247 0.442 -0.224 -0.290
N -0.70200 -1.05337 -1.06677 0.807 0.885 0.185 -0.366
H 2.83811 0.27298 1.08262 -0.623 0.819 0.274 0.376
H 2.51379 -0.74858 -0.07644 -1.512 -0.122 0.404 0.329
H 1.86786 -1.00664 1.68752 -0.214 0.317 -1.372 0.331
H 0.79270 1.39338 -1.40330 -0.546 -0.475 -0.671 0.344
H 1.45034 2.42872 -0.28740 1.079 -0.229 0.557 0.437
H -0.15496 2.22370 -0.07168 -0.990 0.112 -0.649 0.405
H -0.30933 -0.53358 1.75209 -0.271 -1.026 1.294 0.237
H -1.82369 1.72995 1.92233 1.301 -2.011 -1.757 0.251
H -2.29116 0.01626 -1.95984 -0.631 -0.284 0.460 0.458
H -1.66256 -1.87330 0.60009 -0.924 0.034 -1.031 0.109
H -2.41020 -2.36477 -1.11725 0.113 -0.104 0.724 0.324
H -0.68875 -1.27395 -2.04885 0.524 -0.224 -0.317 0.267



23
Properties=species:S:1:pos:R:3:forces:R:3:mulliken_charge:R:1 method="wB97M-V/def2-TZVPD" gap_ha="0.2389 / 0.1579" energy_ha=-873.0428 e_homo_ev="-9.30 / -12.56" s2=2.01 de_lowest_kcal_mol=33.21 multiplicity=3 total_charge=+1
C -1.62886 -2.12349 -1.38298 -0.296 0.377 0.211 0.139
C -2.23061 -1.27925 -0.77952 -0.020 0.332 0.258 -0.320
C 0.79814 1.01376 -0.83599 -3.907 3.030 2.803 0.645
C 0.16941 -0.14715 1.24050 2.471 -3.056 -0.728 0.163
C 0.46795 2.29696 -1.52411 0.108 0.173 -0.107 -1.331
C 1.07331 -1.31506 1.01712 0.517 0.012 -0.838 -0.338
N 1.60403 0.11155 -1.17440 2.450 -2.887 -0.786 -0.480
N 0.09332 0.85629 0.37677 0.897 2.296 -3.715 -0.108
N -0.54249 -0.15992 2.33653 -2.245 0.589 2.878 -0.222
O 0.94587 -2.18572 2.10890 -0.171 -0.044 0.326 -0.563
S -3.01365 -0.04478 0.08590 0.411 -0.240 -0.111 -0.235
H -1.15999 -2.87918 -1.94004 0.342 -0.462 -0.314 0.393
H 0.85590 2.29646 -2.53895 -0.034 -0.006 -0.023 0.419
H 0.92179 3.12927 -0.98536 0.032 0.107 -0.066 0.334
H -0.60792 2.45715 -1.55827 -0.077 0.045 -0.087 0.345
H 2.09950 -0.94526 0.88203 -0.078 -0.363 0.187 0.346
H 0.77695 -1.78272 0.06833 0.180 -0.269 0.222 0.205
H 2.09795 0.26818 -2.04556 -0.101 0.224 -0.132 0.258
H -0.57156 1.59712 0.58007 0.096 0.065 -0.076 0.342
H -1.22294 0.54690 2.57393 0.010 -0.159 0.094 0.235
H -0.43187 -0.97434 2.93398 -0.084 0.129 0.021 0.245
H 1.53819 -2.93726 2.00004 -0.074 0.103 0.006 0.346
H -4.23061 -0.56493 -0.02642 -0.427 0.004 -0.022 0.181